(1)
A 2-piece molecular cluster, C4H5ClN2S overall at a distorted geometry. Source: the Open Molecules 2025 dataset; level of theory: ωB97M-V/def2-TZVPD.

The geometry in XYZ format:
```
13
Properties=species:S:1:pos:R:3:lowdin_charge:R:1
C 1.34756 -1.18911 -1.38071 -0.205
C 2.62627 -0.89169 0.35226 -0.480
C 0.47051 -0.51434 -0.64915 -0.584
C -0.99652 -0.27485 -0.80073 -0.769
N 2.61204 -1.35400 -0.84126 -0.019
N -1.35955 0.90952 -1.35747 0.007
S 1.20379 0.00570 0.85998 0.985
Cl -1.93354 -0.57493 0.82069 0.450
H 1.29358 -1.45748 -2.44829 0.128
H 3.60438 -0.74510 0.96681 0.107
H -1.51309 -1.41807 -1.60034 0.202
H -2.28024 1.13972 -1.41213 0.040
H -0.76347 1.75065 -1.54577 0.138
```

## Properties
Charge: 0
Energy relative to the best compared isomer or geometry (same formula, charge and spin): 2.029 eV
LUMO: 0.016 Eh
HOMO level: -0.3440 Ha
E: -1123.2382 hartree



(2)
A 2-piece molecular cluster, C7H11N3OS overall at a distorted geometry. Source: the Open Molecules 2025 dataset; level of theory: ωB97M-V/def2-TZVPD.

The geometry in XYZ format:
```
23
Properties=species:S:1:pos:R:3:lowdin_charge:R:1
C -0.14888 0.91971 0.06608 -0.048
C -0.36185 -0.40900 0.06581 -0.331
C 1.83436 -0.05767 -0.36238 -0.089
C 4.59392 -0.88406 0.28400 -0.949
C -3.48383 -0.60564 -0.84592 -0.075
C 1.94730 2.26420 0.29284 -0.061
C -2.81073 -0.74485 0.56850 -0.190
N 1.21083 1.06464 -0.07953 -0.193
N 0.82697 -1.02395 -0.33381 0.093
N -1.40022 -1.28111 0.36746 0.011
O 4.08763 -1.68757 0.94320 0.077
S 5.27346 0.04165 -0.73297 0.761
H -0.80544 1.63173 0.42240 0.092
H -4.65700 -0.50763 -0.83442 0.109
H -3.01166 0.26473 -1.29077 0.058
H -3.21106 -1.42569 -1.43663 0.033
H 1.29225 3.10369 0.40512 0.060
H 2.66965 2.17298 1.22458 0.121
H 2.70681 2.66413 -0.46207 0.095
H -2.71942 0.14143 1.07875 0.070
H -3.27229 -1.42945 1.24480 0.092
H 0.80867 -2.02660 -0.46166 0.135
H -1.36945 -2.18567 -0.12336 0.129
```

## Properties
Charge: 0
Energy relative to the best compared isomer or geometry (same formula, charge and spin): 2.824 eV
LUMO: 0.030 Eh
HOMO level: -0.2836 Ha
E: -910.9522 hartree



(3)
An isolated molecule of C21H19FN6O2S at a distorted geometry. Source: the Open Molecules 2025 dataset; level of theory: ωB97M-V/def2-TZVPD.

The geometry in XYZ format:
```
50
Properties=species:S:1:pos:R:3:lowdin_charge:R:1
O -0.74983 -3.10657 3.49008 0.105
C -0.92380 -2.41064 2.50535 -0.401
O -0.29214 -2.64920 1.26789 0.075
C -1.86660 -1.16094 2.51050 -0.066
C -2.47293 -0.74117 3.94942 -0.220
C -3.65977 0.20968 3.63556 -0.152
C -3.27244 1.34399 2.64494 -0.117
C -1.69850 1.34551 2.62978 -0.325
C -1.23526 1.52261 4.05065 -0.131
C -1.37497 0.05323 4.77224 -0.078
C -1.04375 0.14140 2.03866 -0.273
N -1.11850 0.43354 0.65951 0.095
C -0.13199 1.10284 -0.05013 -0.224
N -0.41620 0.95111 -1.31953 0.182
C 0.38894 1.48954 -2.27213 -0.241
C -0.07940 1.47828 -3.62433 -0.168
N -0.17195 2.45650 -4.46105 0.133
N -0.61839 1.97041 -5.59615 0.046
C -0.77205 0.65285 -5.62818 -0.347
N -1.12867 -0.21988 -6.55450 0.152
C -1.19011 -1.57134 -6.17627 -0.041
C -0.83004 -2.00910 -4.99367 -0.346
F -0.82992 -3.35742 -4.85090 0.060
C -0.41314 -1.18524 -4.05452 0.103
C -0.42273 0.24586 -4.39066 -0.049
N 1.53374 2.11519 -1.88942 0.142
C 1.81103 2.13899 -0.57134 -0.563
S 3.38876 2.66873 0.06969 0.978
C 2.88691 2.37703 1.84457 -0.269
C 1.61385 1.92542 1.74371 -0.124
C 1.02475 1.75138 0.37134 -0.183
H 0.18316 -3.48325 1.40994 0.117
H -2.77098 -1.29553 1.85189 0.163
H -2.81914 -1.60532 4.40407 0.106
H -3.98307 0.66583 4.60415 0.126
H -4.44645 -0.35059 3.14533 0.102
H -3.58849 2.28135 3.14754 0.116
H -3.62614 1.20428 1.61335 0.116
H -1.50624 2.36799 2.18927 0.161
H -1.91846 2.20141 4.53122 0.095
H -0.18371 1.86482 4.25373 0.113
H -0.45201 -0.48733 4.78444 0.091
H -1.69882 0.27261 5.79263 0.104
H -0.02735 0.04802 2.43742 0.145
H -1.54873 -0.36373 0.22514 0.134
H -0.75003 2.49069 -6.46427 0.177
H -1.45358 -2.32436 -6.98860 0.150
H -0.01010 -1.55031 -3.11645 0.130
H 3.37686 2.68983 2.72596 0.058
H 1.16798 1.75876 2.64583 0.040
```

## Properties
Charge: 0
Energy relative to the best compared isomer or geometry (same formula, charge and spin): 3.362 eV
SMILES: O=C(O)[C@H]1[C@H]2CC[C@H](CC2)[C@@H]1Nc1nc(-c2n[nH]c3ncc(F)cc23)nc2sccc12
LUMO: 0.000 Eh
HOMO level: -0.3159 Ha
E: -1788.6313 hartree



(4)
C2H5N2O2 as an isolated structure at a distorted geometry. Source: the Open Molecules 2025 dataset; level of theory: ωB97M-V/def2-TZVPD.

The geometry in XYZ format:
```
11
Properties=species:S:1:pos:R:3:lowdin_charge:R:1
N 0.54966 0.75593 0.53420 0.028
C 1.46884 -0.08919 0.10352 -0.513
N 2.29931 0.05054 -0.89777 -0.049
H 0.72483 1.63807 0.09081 0.066
H -0.46964 0.24138 0.78667 -0.051
H 1.58051 -1.08760 0.76894 0.124
H 3.02583 -0.70002 -0.84607 -0.011
O -2.81146 0.63245 -0.92507 -0.014
C -2.37956 -0.14648 -0.12300 -0.552
O -1.60809 -0.06206 0.94249 -0.131
H -2.38023 -1.23302 -0.43471 0.104
```

## Properties
Charge: -1
Energy relative to the best compared isomer or geometry (same formula, charge and spin): 1.375 eV
LUMO: 0.160 Eh
HOMO level: -0.1564 Ha
E: -339.2251 hartree



(5)
A 2-piece molecular cluster, C2H5NO3 overall at a distorted geometry. Source: the Open Molecules 2025 dataset; level of theory: ωB97M-V/def2-TZVPD.

The geometry in XYZ format:
```
11
Properties=species:S:1:pos:R:3:lowdin_charge:R:1
O 1.82942 3.69630 0.91975 0.032
C 1.78014 2.61884 1.47235 -0.360
N 0.79147 1.69648 1.38965 0.072
C -0.51807 1.89111 0.90877 -0.289
O -0.87804 1.82058 -0.22725 0.113
H 2.62949 2.51277 2.18914 0.139
H 0.91837 0.86291 1.97698 0.153
H -1.33040 2.09729 1.63915 0.140
O -1.55386 -5.67559 -3.04124 -0.068
H -1.29543 -5.39860 -3.93350 0.036
H -2.37310 -6.12209 -3.29381 0.033
```

## Properties
Charge: 0
Energy relative to the best compared isomer or geometry (same formula, charge and spin): 1.515 eV
SMILES: O=CNC=O.O
LUMO: 0.018 Eh
HOMO level: -0.3768 Ha
E: -359.6537 hartree



(6)
C11H18NO2Si as an isolated structure at a distorted geometry. Source: the Open Molecules 2025 dataset; level of theory: ωB97M-V/def2-TZVPD.

The geometry in XYZ format:
```
33
Properties=species:S:1:pos:R:3:lowdin_charge:R:1
C -2.87805 1.56184 -2.01262 -0.085
C -2.62270 2.16815 -0.78195 -0.060
C -2.19407 0.43920 -2.44983 -0.026
C -1.88648 1.42334 0.16795 -0.050
C -1.35371 -0.25576 -1.55650 -0.177
C -1.19121 0.29695 -0.28469 -0.251
C -0.87531 -1.64611 -1.87193 -0.130
C -0.58065 -2.48057 -0.62155 -0.110
C -0.23237 -0.38459 0.65885 -0.206
C 1.16808 0.68092 3.76444 -0.125
C 3.60188 0.23279 -0.51969 -0.090
N 0.38311 -1.65323 0.12670 0.004
O 1.84572 0.44238 2.53261 -0.275
O 2.26298 0.12764 -0.06351 -0.307
Si 1.32685 0.85301 1.06335 0.523
H -3.39854 2.06165 -2.86222 0.126
H -3.31956 3.00680 -0.54064 0.126
H -2.34092 0.01040 -3.46316 0.133
H -1.79347 1.83744 1.26954 0.157
H -1.61620 -2.18320 -2.40898 0.112
H -0.05037 -1.54759 -2.62789 0.147
H -1.58881 -2.52077 -0.12511 0.160
H -0.17085 -3.51948 -0.80496 0.157
H -0.88454 -0.69314 1.85119 0.226
H 0.13493 0.24636 3.76163 0.075
H 1.20134 1.84265 4.02156 0.135
H 1.75837 0.09433 4.49048 0.090
H 3.69507 0.55106 -1.56868 0.091
H 3.96073 -0.76684 -0.64560 0.077
H 4.21641 0.97689 0.10260 0.127
H 0.85581 -2.23017 0.93824 0.233
H 1.24094 -1.34694 -0.35651 0.133
H 1.32560 2.37458 0.81688 0.061
```

## Properties
Charge: +1
Energy relative to the best compared isomer or geometry (same formula, charge and spin): 0.594 eV
LUMO: -0.107 Eh
HOMO level: -0.4499 Ha
E: -924.4337 hartree



(7)
A 2-piece molecular cluster, C5H14S overall at a distorted geometry. Source: the Open Molecules 2025 dataset; level of theory: ωB97M-V/def2-TZVPD.

The geometry in XYZ format:
```
20
Properties=species:S:1:pos:R:3:lowdin_charge:R:1
C 1.06421 -0.62808 -1.64360 -0.151
C 0.48146 0.62579 -2.31362 -0.560
S -0.68665 1.71836 -1.44212 0.755
C -0.52825 1.32930 0.37249 -0.377
H 0.59917 -1.58670 -1.88422 0.072
H 1.07052 -0.55867 -0.55587 0.036
H 2.08141 -0.75596 -2.01139 0.070
H 1.27684 1.31672 -2.57732 0.046
H 0.03872 0.25700 -3.23883 0.062
H -0.33956 0.25989 0.33210 -0.011
H 0.25509 1.97471 0.74038 0.027
H -1.50083 1.46360 0.83059 0.027
C 0.33181 -2.54162 2.33951 -0.161
C -0.15092 -1.59434 3.44420 -0.168
H -0.16136 -2.27145 1.40534 0.049
H 1.40572 -2.46523 2.21055 0.060
H 0.01302 -3.56443 2.53411 0.059
H -0.68648 -0.76831 2.96584 0.046
H -1.02503 -1.98933 3.98725 0.062
H 0.52566 -1.28618 4.23109 0.059
```

## Properties
Charge: 0
Energy relative to the best compared isomer or geometry (same formula, charge and spin): 0.937 eV
SMILES: CCSC.CC
LUMO: 0.034 Eh
HOMO level: -0.3062 Ha
E: -597.0429 hartree



Question: What is the formula in the fourth record?
Answer: C2H5N2O2